# 1
The following is a quantum chemistry calculation of a molecular structure, C29H47BrIrN4, from the Open Molecules 2025 dataset.

Atoms and positions in Å:
1 Ir -0.06669 -0.20559 1.10239
2 C -1.03240 -0.35361 5.06199
3 C -0.90671 -0.15255 2.82249
4 N -0.24723 0.07530 4.00786
5 H -2.93804 -1.40142 5.02248
6 N -2.12993 -0.65970 3.16728
7 H -0.66083 -0.35894 6.07644
8 C 0.54759 -2.01915 0.59207
9 C 0.58969 -2.37856 -0.76964
10 C 0.64632 -3.74060 -1.10909
11 C 0.73022 -4.70931 -0.09565
12 C 0.91625 -4.32776 1.23771
13 C 0.81665 -2.97737 1.58944
14 H 0.59394 -1.57617 -1.50519
15 H 0.62863 -4.05911 -2.16241
16 H 1.13756 -5.08639 2.00337
17 H 0.96766 -2.64315 2.60811
18 C 0.60888 -6.16970 -0.44180
19 H 0.43093 -6.76153 0.45814
20 H 1.51779 -6.56543 -0.90376
21 H -0.19836 -6.34453 -1.15799
22 C 1.05937 0.81887 4.11433
23 C 1.63196 0.64933 5.51912
24 C 2.04280 0.34987 3.05094
25 H 1.79727 -0.41017 5.76020
26 H 2.60774 1.15256 5.58975
27 H 0.97309 1.11771 6.26629
28 H 1.71278 2.86313 3.81391
29 H 0.08783 2.72043 4.54501
30 H 1.68021 0.53608 2.00879
31 C 0.76904 2.28937 3.80305
32 H 2.31095 -0.70537 3.14133
33 H 2.96017 0.94900 3.13357
34 H 0.34179 2.39034 2.79298
35 C -2.16162 -0.86229 4.53251
36 C -2.75648 -2.59827 1.77308
37 H -3.02412 -3.32237 2.55310
38 H -3.24066 -2.87766 0.82277
39 C -3.10444 -1.16519 2.17695
40 H -3.50123 -0.80697 0.05740
41 C -4.47385 -1.10125 2.80618
42 H -4.74433 -0.08111 3.08446
43 H -1.68017 -2.68151 1.60212
44 H -2.00067 -0.04403 0.62602
45 H -4.56276 -1.69974 3.71212
46 H -5.27572 -1.43743 2.15128
47 C -3.06428 -0.28473 0.93422
48 H -3.58191 0.68422 1.07468
49 C 1.80932 2.70510 -4.34079
50 N 1.89343 2.00520 -3.14850
51 H 0.20623 2.79893 -5.79541
52 N -0.00779 1.51166 -4.03648
53 H 2.53420 3.39321 -4.70935
54 C 2.96413 2.38689 -2.18331
55 C 4.27647 2.69016 -2.90803
56 C 2.46291 3.62687 -1.43733
57 H 4.24668 3.59212 -3.52830
58 H 5.08042 2.84289 -2.17112
59 H 4.57881 1.84452 -3.53812
60 H 4.03441 1.49156 -0.57119
61 H 3.47141 0.32902 -1.80375
62 H 1.62712 3.32144 -0.79155
63 C 3.20546 1.23365 -1.24534
64 H 2.10423 4.41083 -2.12721
65 H 3.24677 4.04542 -0.79305
66 H 2.30907 1.04212 -0.65079
67 C 0.62897 2.40265 -4.89687
68 C -2.21636 2.40812 -3.54397
69 H -1.94309 3.39002 -3.95998
70 H -3.29977 2.27615 -3.65975
71 C -1.47774 1.25381 -4.22622
72 H -2.91942 -0.13330 -3.49310
73 C -1.82811 1.14478 -5.71358
74 H -1.20859 0.39027 -6.21448
75 H -1.97597 2.39541 -2.46886
76 H -1.43598 0.01388 -2.48688
77 H -1.72302 2.08953 -6.25987
78 H -2.87481 0.82859 -5.84109
79 C -1.82250 -0.02323 -3.50576
80 H -1.39233 -0.89021 -4.01896
81 C 0.77638 1.25491 -2.94632
82 Br -0.08565 1.89950 -0.03504

Calculated values
2S+1: 6
Energy above the lowest of the compared OMol25 structures with the same formula, charge and spin in kcal/mol: 0.0
Strongest force on any atom in eV Å⁻¹: 2.81
Frontier orbital gap (spin up / spin down) in eV: 1.5800 / 6.4362
Total charge: -2

Want to see where the charge sits? The Mulliken charges in e are:
1. Ir -2.365
2. C -0.238
3. C 1.245
4. N -0.179
5. H 0.709
6. N -0.668
7. H -0.066
8. C -0.511
9. C 0.319
10. C -0.914
11. C 1.469
12. C -1.182
13. C 0.773
14. H 0.183
15. H 0.246
16. H 0.087
17. H 0.272
18. C -1.611
19. H 0.369
20. H 0.289
21. H 0.377
22. C 4.769
23. C -3.315
24. C -1.150
25. H 0.060
26. H 0.452
27. H 0.575
28. H 0.496
29. H 0.249
30. H -0.207
31. C -1.750
32. H 0.323
33. H 0.524
34. H -0.067
35. C -0.589
36. C -1.394
37. H 0.248
38. H 0.397
39. C 2.713
40. H 0.327
41. C -2.259
42. H 0.421
43. H 0.218
44. H -0.359
45. H 0.368
46. H 0.437
47. C -0.997
48. H 0.295
49. C -0.795
50. N 0.664
51. H 0.481
52. N -0.015
53. H 0.166
54. C 2.345
55. C -2.293
56. C -1.313
57. H 0.438
58. H 0.423
59. H 0.448
60. H 0.531
61. H 0.381
62. H -0.077
63. C -1.629
64. H 0.293
65. H 0.428
66. H 0.005
67. C -0.765
68. C -3.110
69. H 0.447
70. H 0.592
71. C 7.057
72. H 0.614
73. C -4.471
74. H 0.621
75. H 0.020
76. H 0.039
77. H 0.432
78. H 0.590
79. C -2.958
80. H 0.388
81. C -1.028
82. Br -0.339

# 2
The following is a quantum chemistry calculation of a molecular structure, C29H47FN6O3PtSSi2Te, from the Open Molecules 2025 dataset.

Atoms and positions in Å:
1 Pt -2.23154 -1.43319 0.36445
2 F 1.06598 3.23516 -3.50182
3 C 1.67907 2.15351 -3.00818
4 C 0.94901 1.33595 -2.19009
5 C 1.50539 0.17732 -1.63126
6 C 0.70755 -0.64725 -0.72948
7 O -0.50367 -0.36667 -0.54328
8 C 1.44029 -1.70348 -0.11326
9 C 2.74300 -1.95786 -0.47575
10 N 3.44366 -1.22303 -1.33669
11 C 4.80498 -1.59083 -1.64877
12 C 5.71739 -2.12372 -0.58653
13 C 5.92739 -0.73972 -1.11356
14 C 2.85868 -0.11538 -1.91895
15 C 3.57634 0.72771 -2.77472
16 C 3.02929 1.87565 -3.36154
17 N 3.75109 2.67457 -4.21534
18 C 3.37928 4.05380 -4.51708
19 C 4.44593 4.75273 -5.36003
20 N 5.79610 4.46147 -4.81802
21 C 6.10386 2.99582 -4.87575
22 C 4.81317 2.18141 -5.06237
23 C 0.87747 -2.53240 1.03536
24 O 1.55538 -3.41966 1.49195
25 O -0.26494 -2.14862 1.48343
26 H -0.08616 1.57055 -1.99603
27 H 3.23944 -2.81416 -0.03735
28 H 4.89803 -1.99517 -2.65182
29 H 6.42323 -2.88169 -0.88635
30 H 5.36897 -2.23915 0.42726
31 H 6.78116 -0.56009 -1.74782
32 H 5.67425 0.09363 -0.47285
33 H 4.60801 0.48401 -2.95213
34 H 3.24056 4.59473 -3.57388
35 H 2.43850 4.10570 -5.07750
36 H 4.24966 5.82675 -5.33287
37 H 4.41494 4.43830 -6.40511
38 H 5.84334 4.79864 -3.84657
39 H 6.50748 4.98639 -5.34213
40 H 6.61458 2.70652 -3.95458
41 H 6.77388 2.79417 -5.71606
42 H 5.02744 1.13304 -4.86269
43 H 4.49275 2.23210 -6.11124
44 C -5.35230 -1.86968 -3.86572
45 C -4.95536 -3.27806 -3.42907
46 C -4.61076 -3.38511 -1.99722
47 N -3.91762 -2.53765 -1.31118
48 N -3.67229 -2.89355 -0.04735
49 C -4.20401 -4.07082 0.28975
50 N -4.11243 -4.61359 1.49772
51 S -5.08606 -4.77910 -1.02713
52 H -5.49048 -1.86095 -4.94221
53 H -4.58583 -1.14610 -3.60117
54 H -6.29065 -1.57778 -3.39690
55 H -4.07199 -3.58238 -4.00663
56 H -5.74354 -3.99126 -3.68090
57 H -3.46383 -4.23524 2.17153
58 H -4.54623 -5.50584 1.68452
59 C -4.29382 1.95281 2.90138
60 Si -2.63226 1.97782 1.98663
61 C -2.96029 1.31829 0.22195
62 C -1.76449 3.66984 1.85674
63 C -1.26690 0.84501 2.85538
64 Te -1.85770 -1.16494 3.16445
65 C -3.29583 -0.78365 4.72000
66 Si -2.38588 -1.44600 6.29691
67 C -2.20472 -3.31857 6.04973
68 C -3.64993 -0.99515 7.68844
69 C -0.77945 -0.46278 6.55175
70 H -4.96941 2.64604 2.40593
71 H -4.23038 2.28351 3.93447
72 H -4.77664 0.97756 2.87855
73 H -3.77415 1.87104 -0.23874
74 H -3.28557 0.24648 0.22047
75 H -2.09738 1.42605 -0.43097
76 H -2.34496 4.31941 1.20898
77 H -0.75864 3.61020 1.45149
78 H -1.70206 4.15495 2.82540
79 H -0.99129 1.26131 3.82022
80 H -0.38004 0.81331 2.22547
81 H -4.19922 -1.35541 4.52925
82 H -3.54717 0.26628 4.78994
83 H -3.16971 -3.82323 6.05407
84 H -1.61169 -3.76912 6.84210
85 H -1.70534 -3.53782 5.10187
86 H -4.61204 -1.44795 7.48421
87 H -3.75744 0.07980 7.76370
88 H -3.24906 -1.38712 8.61324
89 H -0.09107 -0.61369 5.71892
90 H -0.27048 -0.78884 7.45495
91 H -0.96182 0.60419 6.66209

Calculated values
Energy above the lowest of the compared OMol25 structures with the same formula, charge and spin in kcal/mol: 98.8
Strongest force on any atom in eV Å⁻¹: 4.25
Frontier orbital gap (spin up / spin down) in eV: 3.7551 / 3.5275
Total charge: +4

Want to see where the charge sits? The Mulliken charges in e are:
1. Pt 2.042
2. F -0.318
3. C 0.254
4. C -0.697
5. C 0.907
6. C 1.394
7. O -1.239
8. C -0.531
9. C -0.285
10. N 0.260
11. C -0.357
12. C -1.017
13. C -0.387
14. C -0.355
15. C -0.759
16. C -0.737
17. N 0.194
18. C -0.534
19. C -1.044
20. N -0.049
21. C -0.678
22. C -0.806
23. C -0.035
24. O -0.569
25. O -0.395
26. H 0.498
27. H 0.781
28. H 0.457
29. H 0.278
30. H 0.359
31. H 0.322
32. H 0.232
33. H 0.727
34. H 0.481
35. H 0.394
36. H 0.445
37. H 0.410
38. H 0.399
39. H 0.377
40. H 0.401
41. H 0.400
42. H 0.428
43. H 0.345
44. C -1.104
45. C -0.361
46. C 0.243
47. N -0.408
48. N 0.398
49. C 0.398
50. N -0.283
51. S -0.046
52. H 0.376
53. H 0.249
54. H 0.330
55. H 0.289
56. H 0.420
57. H 0.101
58. H 0.241
59. C -1.114
60. Si 0.105
61. C -0.313
62. C -1.078
63. C -0.962
64. Te 0.193
65. C -0.625
66. Si 0.086
67. C -0.987
68. C -1.047
69. C -1.024
70. H 0.414
71. H 0.382
72. H 0.390
73. H 0.523
74. H 0.011
75. H -0.184
76. H 0.390
77. H 0.365
78. H 0.368
79. H 0.720
80. H 0.450
81. H 0.621
82. H 0.146
83. H 0.340
84. H 0.361
85. H 0.368
86. H 0.372
87. H 0.363
88. H 0.367
89. H 0.393
90. H 0.406
91. H 0.364

> Which of these has the lowest strongest force on any atom?

C29H47BrIrN4

> What is the formula in the first record?

C29H47BrIrN4